No. 1
Here is C33H63N10O8P2Re as an isolated structure at a distorted geometry from the Open Molecules 2025 dataset. Energies are from ωB97M-V with the def2-TZVPD basis set.

Last column: Mulliken spin population.
Geometry (Å):
Re  -0.3066  -0.3698  -1.1669  0.751
N  0.7166  -1.9652  -2.5425  0.037
N  1.9849  -1.9463  -3.1589  0.002
C  2.8521  -0.9544  -2.9151  0.005
N  3.9789  -0.8518  -3.6142  0.000
N  2.4906  -0.1389  -1.9296  0.022
N  3.2406  0.8615  -1.5236  0.005
O  2.8155  1.4686  -0.5589  -0.005
O  4.2870  1.1603  -2.0890  0.003
H  0.5915  -2.8622  -2.0636  0.001
H  -0.0187  -1.8801  -3.3516  -0.004
H  2.0933  -2.5009  -4.0021  0.000
H  4.2460  -1.5194  -4.3162  0.000
H  4.5896  -0.0767  -3.3512  0.000
C  -3.1958  -3.4213  0.2197  -0.001
C  -1.8964  -3.2416  -0.5735  -0.010
C  -1.7326  -4.4332  -1.5245  0.000
C  -1.9328  -1.9028  -1.3198  0.005
H  -3.2087  -4.3745  0.7442  0.000
H  -4.0413  -3.4022  -0.4650  0.000
H  -3.3181  -2.6268  0.9530  0.000
H  -1.0559  -3.2375  0.1272  0.004
H  -2.4715  -4.3896  -2.3213  0.000
H  -1.8887  -5.3624  -0.9795  0.000
H  -0.7427  -4.4740  -1.9739  0.000
H  -2.8554  -1.3784  -1.0528  0.002
H  -2.0051  -2.1048  -2.3911  0.002
C  -3.9843  2.7366  1.3754  0.005
C  -3.9283  1.2833  0.9021  0.002
C  -2.6494  0.9042  0.3797  0.115
N  -1.6485  0.5782  -0.0993  -0.064
H  -5.0172  2.9903  1.5994  0.000
H  -3.6137  3.4050  0.6045  -0.001
H  -3.3903  2.8791  2.2717  0.000
H  -4.6501  1.1373  0.0934  0.005
H  -4.2000  0.6080  1.7191  0.002
N  0.5446  -0.9838  0.4836  -0.002
P  0.9539  -0.6278  1.9668  0.050
N  2.5996  -0.5773  2.1844  -0.018
C  3.5091  -0.9985  1.1433  0.000
C  4.5552  -1.9673  1.7081  0.001
C  4.8480  -1.6410  3.1790  0.000
C  4.6613  -0.1517  3.4482  0.000
C  3.2168  0.2907  3.1740  0.000
N  0.4049  0.8635  2.5463  0.021
C  -0.7807  1.0152  3.3537  0.006
C  -0.5357  2.1227  4.3791  0.004
C  -0.2313  3.4304  3.6511  -0.001
C  0.9640  3.2293  2.7223  -0.003
C  0.7131  2.0525  1.7809  -0.017
N  0.3703  -1.7454  3.0564  -0.012
C  1.0459  -2.1320  4.2834  -0.002
C  0.6688  -3.5632  4.6400  0.000
C  -0.8220  -3.6507  4.9798  0.000
C  -1.6297  -2.6577  4.1305  0.001
C  -0.9076  -2.3973  2.8127  0.007
H  4.0246  -0.1240  0.7370  -0.002
H  2.9163  -1.4600  0.3518  0.004
H  5.4692  -1.8766  1.1195  0.000
H  4.2073  -2.9970  1.6256  0.000
H  5.8696  -1.9306  3.4270  0.000
H  4.1783  -2.2104  3.8254  0.000
H  5.3456  0.4089  2.8112  0.000
H  4.9158  0.0761  4.4834  0.000
H  3.2278  1.3307  2.8297  0.000
H  2.6146  0.2410  4.0825  0.001
H  -0.9896  0.0711  3.8549  -0.002
H  -1.6429  1.2868  2.7302  -0.002
H  0.3215  1.8441  4.9945  0.000
H  -1.4066  2.2319  5.0285  0.000
H  -0.0091  4.2212  4.3687  0.000
H  -1.1024  3.7385  3.0656  0.000
H  1.8586  3.0429  3.3178  0.000
H  1.1418  4.1248  2.1269  0.000
H  1.5824  1.8507  1.1584  0.012
H  -0.1207  2.3048  1.1107  0.007
H  0.7703  -1.4671  5.1147  0.000
H  2.1201  -2.0504  4.1236  0.000
H  1.2662  -3.8978  5.4862  0.000
H  0.8983  -4.2080  3.7914  0.000
H  -0.9760  -3.4253  6.0348  0.000
H  -1.1703  -4.6685  4.8033  0.000
H  -1.7559  -1.7166  4.6727  0.000
H  -2.6242  -3.0531  3.9233  0.000
H  -1.4885  -1.7567  2.1438  -0.004
H  -0.7558  -3.3592  2.3104  0.000
C  2.4186  4.2416  -1.0994  0.000
O  1.1375  3.6749  -0.8930  0.001
P  0.5483  2.3366  -1.5778  0.018
O  -0.9927  2.8487  -1.6393  0.005
C  -1.3046  4.1721  -2.0696  -0.001
O  1.1618  2.6706  -3.0628  0.001
C  1.1587  1.8201  -4.1830  0.002
H  2.3221  5.1319  -1.7215  0.000
H  3.1040  3.5528  -1.5850  0.000
H  2.8297  4.5155  -0.1280  0.000
H  -1.0648  4.8882  -1.2832  0.000
H  -2.3696  4.1941  -2.2979  0.000
H  -0.7344  4.4312  -2.9617  0.000
H  0.3720  2.1140  -4.8825  0.001
H  0.9944  0.7810  -3.8981  0.005
H  2.1323  1.9118  -4.6715  0.000
O  -2.8153  2.2781  -3.8447  0.000
C  -3.0595  1.5043  -4.9134  0.000
C  -3.9640  1.9849  -5.8612  0.001
C  -4.2843  1.2350  -6.9715  0.000
C  -3.7273  -0.0267  -7.1547  0.000
C  -2.8175  -0.5023  -6.2380  0.001
C  -2.4556  0.2522  -5.1181  -0.006
C  -1.4762  -0.3184  -4.1691  0.008
O  -0.9037  -1.3937  -4.4640  0.002
O  -1.2517  0.3119  -3.0792  0.038
H  -2.1622  1.8245  -3.2705  -0.006
H  -4.4050  2.9543  -5.6903  0.000
H  -4.9798  1.6338  -7.6935  0.000
H  -4.0133  -0.6271  -8.0042  0.000
H  -2.3670  -1.4758  -6.3556  0.000

Summary:
Net charge ... +1
HOMO level (alpha / beta) ... -10.2 / -10.2 eV
Orbital gap (alpha / beta) ... 6.8 / 7.2 eV
2S+1 ... 2



No. 2
Here is a 16-piece molecular cluster, C33H63N15O32 overall at a distorted geometry from the Open Molecules 2025 dataset. Energies are from ωB97M-V with the def2-TZVPD basis set.

Last column: Löwdin charge in e.
Geometry (Å):
C  -5.0659  -2.5177  4.1571  -0.126
C  -3.5422  -2.9572  3.6563  -0.169
C  -3.2922  -3.9922  2.3860  -0.012
C  -1.7459  -4.3520  1.9052  -0.016
C  -0.4472  -3.6832  2.6835  -0.137
C  1.1183  -3.9984  2.1954  -0.091
C  1.6612  -2.6292  1.4757  -0.251
C  2.4614  -2.7065  0.0458  -0.097
C  1.9873  -1.2981  -0.7211  -0.139
C  0.8275  -1.4396  -1.9075  -0.087
C  0.3247  -2.8878  -2.5083  -0.008
C  -0.8569  -2.9750  -3.6449  -0.062
C  -1.5324  -1.5731  -4.1725  -0.072
C  -1.0245  -0.0937  -3.6014  -0.054
C  0.1651  -0.0294  -2.4549  -0.010
C  1.0785  -0.5806  0.4850  -0.217
O  0.9001  0.7120  0.7685  -0.005
O  0.4865  -1.8030  1.1130  -0.106
C  -0.7288  -2.6815  3.9816  -0.007
C  -2.2688  -2.3138  4.4744  -0.033
H  -4.9586  -1.4442  4.6112  0.071
H  -5.8466  -2.5327  3.2547  0.094
H  -5.4508  -3.2288  5.0039  0.068
H  -4.2195  -4.4526  1.8217  0.067
H  -1.6237  -5.0767  0.9936  0.082
H  1.7219  -4.1876  3.2047  0.120
H  1.2133  -4.9721  1.5531  0.120
H  2.3079  -1.8679  2.0874  0.135
H  3.6376  -2.5288  0.1347  0.118
H  2.4424  -3.7032  -0.5842  0.104
H  2.8638  -0.5268  -0.9118  0.156
H  0.8460  -3.8488  -2.0768  0.080
H  -1.2338  -4.0031  -4.0761  0.087
H  -2.3995  -1.5753  -4.9612  0.081
H  -1.5437  0.9063  -3.9880  0.089
H  0.5126  1.0173  -2.0432  0.092
H  0.1571  -2.1860  4.5990  0.075
H  -2.4298  -1.5962  5.3854  0.084
C  3.7999  -1.4535  4.7214  0.043
N  3.1530  -2.3375  5.7283  -0.418
O  3.7181  -3.4057  5.9899  0.050
O  2.0961  -1.9339  6.2275  0.038
H  4.7160  -1.9316  4.3682  0.094
H  3.0938  -1.3183  3.8996  0.074
H  4.0247  -0.5043  5.2123  0.105
C  -8.4133  -3.1678  7.2804  0.058
N  -7.9014  -3.1111  5.8846  -0.391
O  -7.4353  -2.0338  5.4960  0.027
O  -7.9818  -4.1498  5.2185  0.024
H  -8.2799  -2.1890  7.7458  0.088
H  -9.4720  -3.4311  7.2326  0.106
H  -7.8382  -3.9290  7.8117  0.105
C  2.0912  2.9838  -3.9911  0.033
N  1.7699  2.0997  -5.1439  -0.394
O  0.6446  2.2088  -5.6444  0.029
O  2.6566  1.3211  -5.5136  0.047
H  1.2247  3.6125  -3.7757  0.062
H  2.3238  2.3423  -3.1387  0.101
H  2.9505  3.5953  -4.2743  0.075
C  -7.1980  1.6028  5.1604  0.029
N  -7.5209  1.4590  6.6057  -0.414
O  -8.0279  0.3913  6.9689  0.030
O  -7.2562  2.4221  7.3346  0.053
H  -7.4824  0.6848  4.6418  0.091
H  -7.7665  2.4533  4.7788  0.108
H  -6.1228  1.7747  5.0785  0.077
C  1.1209  -0.9029  -6.9334  0.021
N  0.7995  -1.7871  -8.0862  -0.416
O  -0.3258  -1.6779  -8.5868  0.033
O  1.6862  -2.5656  -8.4559  0.051
H  0.2543  -0.2742  -6.7181  0.078
H  1.3535  -1.5444  -6.0810  0.102
H  1.9801  -0.2914  -7.2167  0.087
C  -1.6901  5.1682  -4.4844  0.045
N  -0.7344  5.5716  -3.4178  -0.412
O  -0.4586  6.7737  -3.3300  0.066
O  -0.2881  4.6699  -2.6988  0.024
H  -1.9995  6.0581  -5.0365  0.098
H  -1.1728  4.4667  -5.1421  0.091
H  -2.5476  4.6985  -3.9981  0.104
C  5.0301  6.0031  -1.6018  0.020
N  4.7087  5.1189  -2.7546  -0.392
O  3.5834  5.2281  -3.2551  0.030
O  5.5954  4.3404  -3.1243  0.051
H  4.1635  6.6318  -1.3864  0.087
H  5.2627  5.3616  -0.7494  0.104
H  5.8893  6.6146  -1.8850  0.054
C  8.2614  6.9895  -4.6640  0.056
N  8.4704  7.5968  -3.3219  -0.384
O  9.5553  8.1528  -3.1150  0.048
O  7.5394  7.4981  -2.5141  0.046
H  9.1567  7.1508  -5.2681  0.100
H  8.0814  5.9224  -4.5185  0.104
H  7.3972  7.4801  -5.1167  0.108
C  -8.0153  -7.9589  4.8212  0.041
N  -8.3382  -8.1027  6.2665  -0.421
O  -8.8452  -9.1704  6.6297  0.057
O  -8.0735  -7.1396  6.9955  0.044
H  -8.2997  -8.8769  4.3026  0.100
H  -8.5839  -7.1084  4.4396  0.070
H  -6.9401  -7.7870  4.7393  0.111
C  -2.1792  -4.0185  -10.1327  0.027
N  -2.5006  -4.9026  -11.2855  -0.429
O  -3.6259  -4.7935  -11.7860  0.046
O  -1.6139  -5.6812  -11.6552  0.047
H  -3.0458  -3.3898  -9.9173  0.096
H  -1.9466  -4.6600  -9.2803  0.102
H  -1.3200  -3.4070  -10.4159  0.089
C  -3.1172  1.9334  2.4760  0.048
N  -4.2991  2.5557  3.1315  -0.412
O  -5.3906  1.9948  2.9805  0.026
O  -4.0975  3.5897  3.7790  0.059
H  -3.4399  1.0359  1.9441  0.100
H  -2.7025  2.6659  1.7804  0.103
H  -2.4007  1.6803  3.2603  0.105
C  5.5147  9.0127  2.2494  0.044
N  5.1934  8.1286  1.0966  -0.403
O  4.0680  8.2378  0.5961  0.063
O  6.0801  7.3500  0.7269  0.047
H  4.6482  9.6414  2.4648  0.098
H  5.7473  8.3713  3.1018  0.103
H  6.3740  9.6242  1.9662  0.104
C  -8.8042  -5.3421  2.2878  0.037
N  -7.6019  -5.5051  1.4267  -0.409
O  -6.5494  -4.9895  1.8206  0.039
O  -7.7488  -6.1462  0.3795  0.056
H  -8.5303  -4.7605  3.1705  0.063
H  -9.5615  -4.8187  1.7007  0.107
H  -9.1427  -6.3403  2.5734  0.085
C  5.1298  -6.3862  2.3305  0.047
N  4.6169  -5.1594  1.6630  -0.405
O  4.8365  -4.0778  2.2205  0.045
O  4.0083  -5.3170  0.5982  0.041
H  5.6414  -6.0996  3.2517  0.099
H  4.2720  -7.0258  2.5486  0.105
H  5.8222  -6.8721  1.6399  0.104
C  12.1344  9.1559  -2.0196  0.027
N  13.1381  10.1365  -2.5142  -0.426
O  14.1484  9.6835  -3.0647  0.049
O  12.8834  11.3333  -2.3357  0.046
H  12.4867  8.1466  -2.2429  0.098
H  12.0358  9.3005  -0.9418  0.104
H  11.1935  9.3588  -2.5354  0.067

Summary:
Net charge ... 0
HOMO level ... -8.0 eV
Orbital gap ... 7.2 eV



> Among the records above, which one has the highest net charge?

C33H63N10O8P2Re